The following is a quantum chemistry calculation of a structure of composition C28H29MoNO5PS at a distorted geometry, from the Open Molecules 2025 dataset.

Properties
ΔE to the lowest compared entry with this formula, charge and spin: 48.87 kJ/mol
Largest force on an atom: 1.40 eV/A
Charge: +3
Gap between HOMO and LUMO: 5.405 eV
E_HOMO: -17.38 eV

```
66
Properties=species:S:1:pos:R:3:forces:R:3:mulliken_charge:R:1
Mo 0.051301 -0.120924 0.622411 0.958 0.315 -0.834 1.0438
O 0.330984 3.259137 -1.044281 0.187 0.014 0.097 -0.3204
C 0.633545 2.155961 -1.196868 -0.170 -0.043 0.004 -0.0911
O 0.962862 1.357624 0.101888 -0.178 -0.586 0.292 -0.5754
C 0.828676 1.252829 -2.366742 -0.254 -0.051 -0.039 0.0411
C 2.051667 0.350187 -2.099049 0.109 -0.139 0.135 -0.2133
C 2.586009 -0.216556 -3.398016 0.010 0.052 -0.036 -0.9062
C 1.461465 -1.193096 -3.794859 -0.008 0.013 -0.015 -1.0228
C 0.512569 -1.110977 -2.612552 0.138 -0.026 0.110 -0.5103
O 1.405289 -0.803968 -1.446739 -0.293 0.032 -0.377 -0.3273
C -0.330549 0.174515 -2.579195 -0.046 0.169 0.055 0.0429
C -1.187500 0.052361 -1.325701 -0.165 -0.270 0.271 0.7420
O -1.537949 0.995288 -0.576087 0.601 0.251 0.177 -0.4195
O -1.152388 -1.094201 -0.695554 -0.356 -0.157 -0.061 -0.4568
H 0.926153 1.880447 -3.250805 0.039 0.009 0.010 0.8611
H 2.797791 0.769585 -1.431285 -0.024 0.034 0.010 0.6547
H 3.530731 -0.728308 -3.232225 -0.006 -0.008 0.011 0.4131
H 2.754697 0.572545 -4.128679 0.031 -0.009 -0.002 0.3783
H 1.833476 -2.208621 -3.906726 -0.014 -0.003 -0.016 0.3408
H 0.953907 -0.924136 -4.720550 0.009 0.004 -0.002 0.3812
H -0.052513 -2.012745 -2.426068 -0.013 -0.001 0.034 1.0159
H -0.924951 0.399623 -3.464239 0.007 -0.064 -0.023 0.5407
C -1.259468 -3.348241 1.019141 -0.048 -0.021 0.088 -0.9064
S 0.390432 -2.646202 1.218156 0.526 0.085 -0.177 0.4508
C 1.278729 -3.502216 -0.092553 0.009 -0.059 0.030 -0.9492
H -1.196368 -4.356292 1.430616 0.008 -0.002 -0.013 0.4885
H -1.553732 -3.376137 -0.025152 -0.001 0.032 -0.001 0.3822
H -1.967062 -2.772185 1.613384 0.006 0.002 0.005 0.2310
H 0.764223 -3.391722 -1.040655 0.002 -0.015 -0.017 0.2099
H 1.315928 -4.553231 0.193958 -0.001 0.006 0.026 0.5313
H 2.287552 -3.101531 -0.140441 -0.003 0.006 -0.002 0.3761
N 0.327707 -0.011869 2.281434 -1.161 0.484 0.617 -0.5604
P 0.109632 -0.015054 4.042423 0.100 -0.014 -0.309 1.7513
C -1.655929 0.003481 4.200100 -0.068 0.050 0.019 0.5887
C -2.554766 -0.139496 3.144954 0.014 -0.040 -0.050 -0.3188
C -3.917789 -0.098573 3.378777 -0.006 0.000 0.010 -1.0657
C -4.386917 0.081580 4.674994 0.009 0.000 0.016 -0.5707
C -3.497832 0.232182 5.731551 -0.011 -0.006 -0.010 -0.8139
C -2.132313 0.202650 5.501404 0.007 0.033 0.003 -0.4971
C 0.901261 1.459534 4.568589 0.126 0.059 0.057 0.6315
C 0.747059 2.651180 3.846068 -0.120 -0.024 -0.024 -0.6019
C 1.283015 3.819446 4.346306 0.037 0.029 0.045 -0.8164
C 1.961955 3.807819 5.563631 -0.005 -0.022 -0.024 -0.4852
C 2.104492 2.631270 6.286430 0.016 0.027 0.007 -0.7930
C 1.583710 1.447143 5.792223 0.020 -0.057 -0.029 -0.3109
C 0.864030 -1.476453 4.656426 0.029 -0.138 -0.039 0.4759
C 0.078558 -2.497301 5.204055 -0.050 0.011 -0.055 -0.2795
C 0.693020 -3.647348 5.671215 0.022 -0.008 -0.005 -0.8331
C 2.072408 -3.782774 5.576774 0.014 0.001 -0.006 -0.5027
C 2.854833 -2.770249 5.023877 -0.011 -0.033 0.026 -0.9035
C 2.258170 -1.612720 4.564940 0.012 0.079 0.038 -0.4778
H -2.217516 -0.266946 2.115838 0.000 0.002 0.017 0.5052
H -4.614261 -0.194888 2.557127 0.000 -0.004 0.001 0.4759
H -5.452145 0.115856 4.860627 -0.001 0.004 -0.008 0.4499
H -3.867185 0.384685 6.736431 -0.002 -0.003 0.000 0.4518
H -1.448524 0.341786 6.331656 0.014 0.002 -0.012 0.5132
H 0.207026 2.670531 2.906352 -0.012 -0.007 0.007 0.3587
H 1.169198 4.745953 3.800718 0.012 -0.011 -0.020 0.4518
H 2.385507 4.726115 5.948181 -0.027 0.008 0.012 0.4409
H 2.622603 2.636031 7.235457 0.014 -0.013 -0.007 0.4498
H 1.706117 0.529307 6.353491 -0.016 0.005 0.003 0.4522
H -0.995951 -2.387656 5.281631 0.003 0.004 0.001 0.4193
H 0.100085 -4.432927 6.119321 -0.008 0.005 -0.003 0.4963
H 2.547586 -4.681977 5.946806 0.002 0.006 0.009 0.4716
H 3.929436 -2.881988 4.975668 0.000 0.002 -0.016 0.4783
H 2.869347 -0.811215 4.165025 -0.014 0.000 -0.008 0.5412
```
Forces are in eV/Å.

---

The following is a quantum chemistry calculation of a cluster of 2 separate species, CCl2O3S2 in total at a distorted geometry, from the Open Molecules 2025 dataset.

Properties
ΔE to the lowest compared entry with this formula, charge and spin: 23.79 kJ/mol
Largest force on an atom: 3.21 eV/A
Gap between HOMO and LUMO: 9.213 eV
E_HOMO: -10.11 eV

```
8
Properties=species:S:1:pos:R:3:forces:R:3:mulliken_charge:R:1
C 1.683100 -2.263869 -0.346870 -0.308 -1.130 -0.539 0.6499
O 1.761518 -1.943345 -1.432939 0.425 1.744 -2.595 -0.3191
O 1.549447 -2.789103 0.650377 -0.141 -0.594 3.151 -0.3235
O 0.567276 1.777321 -0.998736 1.325 0.411 0.062 -0.4002
S -0.714803 0.577156 1.457682 0.200 -0.020 -0.192 0.0498
S -0.732600 1.535937 -0.473108 -1.630 -0.298 -0.091 0.5876
Cl -1.608283 3.338371 0.143861 0.230 0.026 -0.060 -0.1609
Cl -2.505655 -0.232467 0.999733 -0.101 -0.139 0.264 -0.0836
```
Forces are in eV/Å.

---

The following is a quantum chemistry calculation of a structure of composition H32InO20P at a distorted geometry, from the Open Molecules 2025 dataset.

Properties
Largest force on an atom: 3.44 eV/A
Spin multiplicity: 2
Charge: +1
Gap between HOMO and LUMO (alpha / beta): 4.270 / 3.396 eV
E_HOMO (alpha / beta): -13.73 / -13.07 eV

```
54
Properties=species:S:1:pos:R:3:forces:R:3:mulliken_charge:R:1
In 0.811436 3.563063 -0.054453 -0.883 -1.685 1.203 1.0915
P 0.139146 0.003113 -0.164803 0.440 -1.469 0.549 1.2978
O -0.929304 1.081353 -0.258863 0.177 0.742 0.069 -0.5924
O -0.298464 -1.235847 0.727407 0.918 2.009 -2.242 -0.2595
O 1.391386 0.690413 0.357647 0.795 0.183 -1.078 -1.1111
O 0.424346 -0.554077 -1.599153 -0.586 -0.590 1.224 -0.0703
O 2.155716 -2.559667 -0.043723 1.172 0.108 -0.122 -0.5257
H 2.171936 -2.492197 -0.998403 0.224 -0.326 -0.674 0.4853
H 1.361426 -2.093077 0.216377 -0.716 0.317 0.685 0.1552
O -0.530554 2.647203 2.587567 0.964 1.006 -0.542 -0.4548
H -0.645964 1.698233 2.538907 -0.182 -1.166 0.170 0.4006
H -1.305454 2.959563 3.054667 -0.409 0.302 0.016 0.3444
O -0.536514 -2.892467 -2.088953 -0.602 -1.502 -2.153 -0.2040
H -0.843364 -3.341227 -1.301113 -0.931 -1.577 1.792 0.7155
H -0.230864 -2.040917 -1.776443 1.145 3.085 0.478 0.0569
O -3.088884 1.306063 0.995277 -1.129 0.160 0.851 -0.7982
H -2.283964 1.078843 0.529757 0.708 0.137 -0.656 0.3760
H -3.764964 0.769243 0.581777 -0.517 -0.131 -0.142 0.3223
O -2.111674 1.317063 -2.537693 -0.662 0.260 -0.500 -0.6284
H -1.567974 1.194763 -1.759453 0.147 0.133 0.615 0.4812
H -1.730684 0.730563 -3.191213 0.024 -0.094 -0.710 0.4531
O 3.689606 -0.068937 -0.721523 2.378 -0.377 0.839 -0.1761
H 3.536896 -0.535827 -1.543063 -0.203 -1.251 -2.009 0.5964
H 2.816546 0.190493 -0.427063 -2.840 1.116 1.598 0.3867
O -0.107144 -0.258377 -4.077263 -0.393 -0.134 -1.077 -0.7287
H -0.121384 -0.365107 -3.126143 0.045 -0.133 0.337 0.2217
H 0.733106 0.162573 -4.258973 -0.199 0.215 -0.394 0.2569
O 1.433166 1.752403 -2.486553 0.580 1.082 0.177 -0.5582
H 2.011466 1.479923 -3.198983 0.283 0.433 -0.244 0.3893
H 0.954296 0.958323 -2.249123 -0.427 -0.485 0.206 0.0660
O -2.351264 3.854803 0.497267 0.940 0.831 -0.122 -0.6074
H -2.723404 2.975573 0.565717 -0.393 -0.843 0.060 0.2725
H -3.059084 4.437143 0.773157 -0.138 0.349 -0.065 0.2791
O 2.441796 3.093283 2.473777 -0.156 0.883 -0.918 -0.5418
H 3.205136 3.258503 3.027177 0.308 0.260 -0.013 0.2942
H 2.142016 2.221793 2.732377 -0.497 -1.032 0.388 0.3668
O 0.825986 -2.269177 2.833237 0.480 -0.357 0.530 -0.6487
H 0.410636 -1.849557 2.079817 -0.152 0.078 -0.276 0.0794
H 0.221176 -2.968017 3.082347 -0.062 -0.132 0.403 0.3085
O 1.765726 0.445873 2.812937 0.311 0.425 1.108 -0.7577
H 1.173206 -0.223277 3.155577 -0.027 -0.372 0.672 0.3119
H 1.622616 0.431323 1.866607 0.150 0.014 -0.584 0.4879
O -2.947584 -1.413607 -0.164643 -0.658 0.401 -0.907 -0.6455
H -2.792744 -2.337827 0.030487 -0.019 -0.659 0.272 0.5069
H -2.191684 -0.959747 0.208007 0.378 -0.060 0.354 0.1992
O -1.456154 -0.073347 2.749007 0.269 0.519 1.073 -0.8294
H -0.863684 -0.437657 2.091367 -0.017 -0.450 -0.095 -0.0262
H -2.173574 0.306303 2.241667 -0.785 0.200 -0.057 0.6736
O -1.337114 -3.593847 0.377757 -0.400 -0.815 -0.738 -0.7436
H -0.856374 -2.771017 0.467607 0.460 1.118 0.630 0.2985
H -1.257824 -4.012917 1.234687 -0.027 -0.527 0.110 0.3145
O 2.450756 -1.394507 -2.877203 1.742 -0.192 0.075 -0.7584
H 1.755616 -1.028817 -2.330133 -1.181 0.306 0.341 -0.1360
H 2.462496 -0.836737 -3.655023 0.150 -0.309 -0.506 0.3123
```
Forces are in eV/Å.

---

What is the formula in the second record? CCl2O3S2

---

Which of these has the lowest largest force on an atom? C28H29MoNO5PS

---

largest force on an atom of number 1 (C28H29MoNO5PS)? 1.40 eV/A